Entry 1:
Computed, not measured: an isolated ion of composition C5H11BN and charge +1 at a distorted geometry, with ωB97M-V with the def2-TZVPD basis set.

Summary:
* HOMO: -14.38 eV
* energy relative to the best compared isomer or geometry (same formula, charge and spin): 99.30 kcal per mole
* spin multiplicity: 1
* strongest force on any atom: 5.32 eV Å⁻¹
* total charge: +1

Geometry as XYZ:
```
18
Properties=species:S:1:pos:R:3:mulliken_charge:R:1
B -1.217 1.230 0.113 -0.199
C -1.119 -1.261 0.173 -0.073
C 0.206 -1.192 0.220 -0.319
C -1.901 -0.182 -0.387 -0.961
C 0.223 1.095 0.154 -0.166
C 2.308 -0.120 -0.083 -0.980
N 0.903 0.036 -0.398 0.118
H -1.855 2.171 -0.227 0.107
H -1.783 -2.077 0.567 0.372
H 0.940 -2.002 0.574 0.339
H -3.066 -0.103 -0.106 0.301
H -1.940 -0.226 -1.414 0.356
H 1.030 1.573 0.692 0.428
H -1.420 1.599 1.269 0.134
H 2.978 0.823 -0.470 0.312
H 2.319 -0.150 1.040 0.505
H 2.784 -1.120 -0.308 0.335
H 0.612 -0.096 -1.409 0.391
```

Entry 2:
Computed, not measured: C5H11BNO3 as an isolated structure at a distorted geometry, with ωB97M-V with the def2-TZVPD basis set.

Summary:
* HOMO (spin up / spin down): -8.99 / -13.81 eV
* energy relative to the best compared isomer or geometry (same formula, charge and spin): 1.22 kcal per mole
* spin multiplicity: 3
* strongest force on any atom: 7.30 eV Å⁻¹
* <S²>: 2.007
* total charge: +1

Geometry as XYZ:
```
21
Properties=species:S:1:pos:R:3:mulliken_charge:R:1
B -1.715 0.645 -1.774 0.459
C 0.798 -0.841 0.881 -0.603
C -0.028 -0.142 1.702 0.517
C -0.160 0.798 -0.335 -0.327
C -0.215 -0.490 3.135 -1.210
C 2.061 0.082 -0.896 -1.119
N 0.730 -0.306 -0.524 0.258
O -0.712 0.853 0.952 -0.300
O -1.439 -0.385 -2.524 -0.397
O -2.783 1.366 -1.672 -0.362
H 1.355 -1.760 1.069 0.427
H 0.395 1.763 -0.396 0.364
H -0.388 -1.601 3.107 0.320
H -1.078 -0.027 3.594 0.337
H 0.647 -0.287 3.768 0.309
H 2.685 0.668 -0.277 0.417
H 2.651 -0.746 -1.220 0.395
H 2.052 0.669 -1.816 0.442
H 0.462 -1.119 -1.070 0.415
H -1.830 -0.399 -3.396 0.324
H -3.487 1.262 -2.305 0.334
```

Entry 3:
Computed, not measured: one molecule with the formula C5H11BO at a distorted geometry, with ωB97M-V with the def2-TZVPD basis set.

Summary:
* HOMO: -6.84 eV
* energy relative to the best compared isomer or geometry (same formula, charge and spin): 64.23 kcal per mole
* spin multiplicity: 1
* strongest force on any atom: 4.13 eV Å⁻¹

Geometry as XYZ:
```
18
Properties=species:S:1:pos:R:3:mulliken_charge:R:1
B 0.917 0.010 -0.175 0.570
C -0.061 -0.314 0.952 -0.528
C -0.841 1.180 -1.651 -1.185
C -1.472 -0.030 0.441 -0.859
C -1.816 1.195 -0.562 -0.279
C 3.006 -1.100 0.155 -0.605
O 2.169 -0.205 -0.447 -0.561
H -0.057 -1.385 1.234 0.326
H 0.178 0.189 1.936 0.333
H -0.360 2.096 -1.937 0.299
H -0.829 0.373 -2.274 0.422
H -1.685 -0.983 -0.119 0.221
H -2.213 0.104 1.158 0.404
H -1.883 2.155 -0.105 0.340
H -2.876 1.031 -0.900 0.292
H 2.486 -2.069 0.331 0.282
H 3.401 -0.675 1.073 0.283
H 3.940 -1.171 -0.474 0.244
```